{
  "formula": "C4H8OS",
  "method": "ωB97M-V/def2-TZVPD",
  "species": ["C", "C", "C", "O", "C", "S", "H", "H", "H", "H", "H", "H", "H", "H"],
  "coordinates": [[1.869, 1.394, -0.174], [1.504, 0.010, 0.301], [2.034, -1.239, -0.055], [0.168, -0.214, -0.399], [-0.940, -0.021, 0.443], [-2.536, 0.003, -0.102], [1.220, 2.061, 0.723], [1.256, 1.478, -1.310], [3.059, 1.325, -0.174], [1.337, 0.413, 1.421], [1.533, -1.956, 0.319], [3.126, -1.249, 0.360], [1.798, -1.315, -1.134], [-0.900, 0.047, 1.517]],
  "smiles": "CC(C)OC=S",
  "energy_ha": -630.4672,
  "orbital_gap_ev": 8.883
}


{
  "formula": "C4H8OS",
  "method": "ωB97M-V/def2-TZVPD",
  "species": ["O", "C", "C", "C", "C", "S", "H", "H", "H", "H", "H", "H", "H", "H"],
  "coordinates": [[-2.346, 0.634, -1.084], [-1.362, 0.093, -1.508], [-0.009, 0.803, -1.489], [1.118, 0.128, -0.649], [0.663, -0.999, 0.316], [0.824, -0.512, 2.072], [-1.447, -0.844, -2.039], [-0.257, 1.728, -0.973], [0.282, 0.941, -2.531], [1.889, -0.312, -1.289], [1.669, 0.966, -0.224], [1.301, -1.799, 0.108], [-0.357, -1.304, 0.099], [0.689, 0.785, 1.805]],
  "smiles": "O=CCCCS",
  "energy_ha": -630.5964,
  "orbital_gap_ev": 10.090
}


{
  "formula": "C4H8OS",
  "method": "ωB97M-V/def2-TZVPD",
  "species": ["C", "C", "C", "S", "C", "O", "H", "H", "H", "H", "H", "H", "H", "H"],
  "coordinates": [[-0.496, -0.780, -1.153], [-0.607, 0.585, -0.721], [0.590, 0.856, -0.010], [1.846, 1.855, -0.511], [0.733, -0.243, 1.164], [-0.456, -0.258, 2.004], [0.151, -0.539, -2.217], [0.003, -1.543, -0.375], [-1.643, -1.230, -1.468], [-0.500, 1.371, -1.590], [-1.502, 0.660, 0.025], [0.807, -1.310, 0.373], [1.617, 0.116, 1.921], [-0.543, 0.459, 2.558]],
  "smiles": "CCC(=S)CO",
  "energy_ha": -630.4478,
  "orbital_gap_ev": 8.300
}


{
  "formula": "C4H8OS2",
  "method": "ωB97M-V/def2-TZVPD",
  "species": ["C", "C", "O", "C", "S", "S", "C", "H", "H", "H", "H", "H", "H", "H", "H"],
  "coordinates": [[2.198, -0.062, 0.679], [1.673, 0.378, -0.669], [0.644, 1.341, -0.461], [-0.642, 0.936, -0.238], [-1.771, 2.070, 0.078], [-0.930, -0.884, -0.270], [-2.737, -0.967, 0.045], [2.527, 0.817, 1.245], [3.123, -0.655, 0.537], [1.439, -0.557, 1.293], [1.327, -0.447, -1.289], [2.387, 1.002, -1.229], [-3.271, -0.381, -0.707], [-3.002, -2.044, -0.061], [-2.966, -0.547, 1.046]],
  "smiles": "CCOC(=S)SC",
  "energy_ha": -1028.7973,
  "orbital_gap_ev": 9.238
}


{
  "formula": "C4H8S",
  "method": "ωB97M-V/def2-TZVPD",
  "species": ["C", "C", "C", "S", "C", "H", "H", "H", "H", "H", "H", "H", "H"],
  "coordinates": [[0.646, 1.240, 0.039], [0.500, -0.113, -0.100], [1.761, -1.004, 0.004], [-0.917, -1.078, -0.025], [-2.233, 0.039, 0.002], [1.621, 1.667, -0.149], [-0.188, 2.007, 0.013], [2.104, -0.940, 1.033], [2.611, -0.623, -0.656], [1.600, -2.049, -0.194], [-3.065, -0.473, 0.558], [-1.853, 0.959, 0.482], [-2.586, 0.368, -1.006]],
  "smiles": "C=C(C)SC",
  "energy_ha": -555.3508,
  "orbital_gap_ev": 9.089
}


{
  "formula": "C4H8S",
  "method": "ωB97M-V/def2-TZVPD",
  "species": ["C", "C", "C", "C", "H", "H", "H", "H", "H", "H", "H", "H", "S"],
  "coordinates": [[-1.171, -0.261, -0.738], [-0.135, 0.257, 0.434], [0.637, -1.166, 0.529], [0.747, 1.265, 0.087], [-2.007, 0.492, -0.610], [-0.653, -0.191, -1.828], [-1.713, -1.061, -0.850], [-0.823, 0.389, 1.364], [1.140, -1.022, 1.555], [0.241, -2.079, 0.383], [0.376, 1.841, -0.708], [1.505, 1.770, 0.962], [1.856, -0.234, -0.581]],
  "energy_ha": -555.2385,
  "orbital_gap_ev": 9.346
}


{
  "formula": "C4H8S2",
  "method": "ωB97M-V/def2-TZVPD",
  "species": ["C", "C", "S", "C", "C", "S", "H", "H", "H", "H", "H", "H", "H", "H"],
  "coordinates": [[-0.752, -1.727, 0.716], [-0.625, -0.283, 0.322], [-1.880, 0.462, -0.511], [0.735, 0.306, 0.572], [0.780, 1.827, 0.597], [1.702, -0.517, -0.570], [-0.467, -2.383, -0.195], [-1.803, -1.781, 1.090], [-0.090, -1.957, 1.581], [1.055, -0.055, 1.466], [1.787, 2.112, 0.782], [0.106, 2.167, 1.349], [0.439, 2.256, -0.371], [0.981, -0.208, -1.659]],
  "smiles": "CC(=S)[C@H](C)S",
  "energy_ha": -953.5391,
  "orbital_gap_ev": 8.394
}


{
  "formula": "C4H8S2",
  "method": "ωB97M-V/def2-TZVPD",
  "species": ["C", "C", "S", "C", "S", "C", "H", "H", "H", "H", "H", "H", "H", "H"],
  "coordinates": [[-3.435, -0.160, 0.115], [-2.166, -0.109, -0.324], [-0.956, -1.313, -0.010], [0.431, -0.235, 0.078], [1.981, -1.135, -0.159], [3.109, 0.242, 0.054], [-4.022, 0.697, -0.168], [-3.911, -0.950, 0.668], [-1.909, 0.686, -0.994], [0.448, 0.317, 1.003], [0.345, 0.448, -0.690], [4.106, -0.112, 0.049], [2.941, 0.982, -0.703], [3.039, 0.641, 1.080]],
  "smiles": "C=CSCSC",
  "energy_ha": -953.5329,
  "orbital_gap_ev": 9.367
}


{
  "formula": "C4H8Se",
  "method": "ωB97M-V/def2-TZVPD",
  "species": ["C", "C", "C", "C", "Se", "H", "H", "H", "H", "H", "H", "H", "H"],
  "coordinates": [[0.185, 1.643, 0.218], [0.174, 0.349, -0.028], [1.663, -0.720, 0.403], [-0.914, -0.376, -0.662], [-2.793, 0.023, -0.045], [-0.577, 2.391, -0.034], [0.956, 2.215, 0.744], [2.327, -0.300, -0.181], [1.532, -1.635, -0.230], [1.845, -0.667, 1.440], [-0.887, -1.426, -0.558], [-0.919, -0.248, -1.762], [-2.591, -1.249, 0.696]],
  "smiles": "C=C(C)C[SeH]",
  "energy_ha": -2558.5220,
  "orbital_gap_ev": 9.516
}


{
  "formula": "C4H9AgO3",
  "method": "ωB97M-V/def2-TZVPD",
  "species": ["H", "C", "O", "C", "C", "H", "H", "H", "H", "H", "H", "H", "O", "C", "O", "Ag", "H"],
  "coordinates": [[-1.552, 1.377, -0.584], [2.238, -1.460, 0.381], [0.965, -0.851, 0.243], [0.918, 0.535, 0.214], [0.352, 1.091, -0.932], [2.059, -2.539, 0.439], [2.862, -1.234, -0.494], [2.718, -1.107, 1.306], [1.821, 0.995, 0.635], [-0.901, 0.751, 1.293], [-0.166, 0.416, -1.623], [0.678, 2.103, -1.180], [-1.932, 0.151, 1.114], [-2.579, 0.629, -0.060], [-2.833, -0.349, -0.889], [-1.176, -1.724, -0.126], [-3.471, 1.215, 0.263]],
  "energy_ha": -530.2923,
  "orbital_gap_ev": 7.083
}


{
  "formula": "C4H9As2Cl6F12NiO5PY",
  "method": "ωB97M-V/def2-TZVPD",
  "species": ["Y", "Ni", "C", "O", "H", "H", "H", "P", "O", "O", "O", "O", "As", "F", "F", "F", "F", "F", "F", "As", "F", "F", "F", "F", "F", "F", "C", "Cl", "Cl", "H", "H", "C", "Cl", "Cl", "H", "H", "C", "Cl", "Cl", "H", "H"],
  "coordinates": [[15.871, 4.881, 4.386], [15.371, 1.728, 5.679], [16.151, 1.903, 2.569], [15.785, 2.586, 3.742], [17.158, 2.184, 2.239], [15.489, 2.232, 1.745], [16.028, 0.823, 2.669], [16.661, 3.623, 6.995], [16.662, 2.038, 7.101], [17.561, 4.237, 5.867], [16.441, 4.563, 8.164], [15.368, 3.581, 6.116], [12.165, 3.194, 4.564], [10.960, 1.983, 4.780], [13.399, 1.992, 5.097], [13.520, 4.354, 4.333], [11.018, 4.402, 4.072], [12.096, 3.718, 6.207], [12.380, 2.754, 2.909], [19.419, 5.434, 2.416], [19.757, 3.745, 2.373], [17.700, 5.004, 2.896], [18.907, 7.101, 2.453], [21.042, 5.944, 2.099], [19.007, 5.392, 0.732], [19.737, 5.484, 4.123], [14.709, 4.629, -0.060], [16.414, 5.003, -0.427], [14.319, 5.078, 1.602], [14.047, 5.152, -0.740], [14.546, 3.561, -0.153], [18.672, 2.132, -0.582], [20.415, 2.496, -0.638], [18.424, 0.453, -0.054], [18.217, 2.796, 0.143], [18.260, 2.313, -1.567], [12.792, -0.066, 1.348], [11.042, 0.220, 1.233], [13.245, -0.662, 2.945], [13.110, -0.800, 0.616], [13.303, 0.872, 1.163]],
  "energy_ha": -10853.6938,
  "charge": -1,
  "orbital_gap_ev": [7.441, 7.427],
  "spin_multiplicity": 3
}


{
  "formula": "C4H9BO2",
  "method": "ωB97M-V/def2-TZVPD",
  "species": ["B", "C", "C", "C", "C", "O", "O", "H", "H", "H", "H", "H", "H", "H", "H", "H"],
  "coordinates": [[1.621, -0.342, 0.365], [-2.261, -0.956, -0.229], [-1.029, -0.982, 0.411], [-0.282, 1.441, -0.118], [-0.085, 0.062, 0.267], [2.441, 0.694, -0.228], [1.769, -1.561, -0.265], [-2.885, -1.809, -0.142], [-2.553, -0.153, -0.931], [-0.883, -1.797, 1.025], [-1.286, 1.686, -0.268], [0.091, 2.165, 0.632], [0.597, 1.816, -0.836], [1.827, -0.384, 1.542], [2.346, 0.469, -1.184], [2.645, -1.682, -0.459]],
  "energy_ha": -333.0702,
  "orbital_gap_ev": [6.976, 6.975]
}


{
  "formula": "C4H9BO4P",
  "method": "ωB97M-V/def2-TZVPD",
  "species": ["C", "C", "O", "O", "C", "O", "C", "B", "P", "O", "H", "H", "H", "H", "H", "H", "H", "H", "H"],
  "coordinates": [[2.161, -0.204, 0.346], [1.863, 0.413, -0.995], [2.350, 0.026, -2.024], [1.060, 1.514, -1.003], [0.154, 1.711, 0.076], [0.558, 2.305, 1.041], [-1.212, 1.215, -0.141], [-1.588, -0.135, 0.753], [-1.345, -1.740, -0.314], [-1.439, -1.616, -1.811], [1.370, -0.898, 0.635], [2.265, 0.549, 1.124], [3.092, -0.762, 0.235], [-1.419, 1.046, -1.199], [-1.862, 2.022, 0.211], [-0.878, -0.207, 1.743], [-2.750, -0.129, 1.107], [-0.125, -2.394, 0.033], [-2.256, -2.716, 0.184]],
  "energy_ha": -825.0782,
  "charge": -1,
  "orbital_gap_ev": 8.681
}


{
  "formula": "C4H9BOS",
  "method": "ωB97M-V/def2-TZVPD",
  "species": ["B", "C", "C", "C", "C", "O", "S", "H", "H", "H", "H", "H", "H", "H", "H", "H"],
  "coordinates": [[-1.104, 0.286, 0.955], [1.233, -0.730, -0.901], [1.092, -0.848, 0.589], [1.328, 0.892, -1.262], [-2.585, 0.356, 1.061], [-0.100, -0.433, 1.299], [-0.318, 1.438, -1.659], [2.127, -1.337, -1.260], [0.439, -1.207, -1.434], [1.252, -1.966, 0.842], [1.875, -0.232, 1.039], [1.553, 1.461, -0.356], [2.223, 1.019, -1.998], [-3.030, -0.025, 2.008], [-3.040, -0.071, 0.128], [-2.946, 1.398, 0.949]],
  "energy_ha": -656.0229,
  "orbital_gap_ev": 7.252
}